Entry 1:
The following is a quantum chemistry calculation of 11 unconnected molecules or ions with the total composition C6H35NO10 in a non-equilibrium geometry, from OMol25.

The geometry in XYZ format:
```
52
Properties=species:S:1:pos:R:3
C -3.334 0.074 -0.895
C -2.653 -1.279 -0.629
C -3.710 -2.235 -1.187
C -2.671 -1.484 0.914
C -1.407 -2.166 1.412
C -1.619 -3.000 2.710
N -0.215 -1.320 1.559
H -2.765 0.901 -0.445
H -4.267 0.205 -0.358
H -3.418 0.369 -1.942
H -1.718 -1.567 -1.100
H -4.736 -1.988 -0.912
H -3.624 -3.250 -0.796
H -3.890 -2.222 -2.271
H -3.578 -1.933 1.304
H -2.698 -0.451 1.288
H -1.129 -2.889 0.627
H -0.888 -3.799 2.718
H -2.576 -3.513 2.684
H -1.479 -2.309 3.539
H -0.454 -0.344 1.519
H 0.501 -1.677 2.163
O -0.127 0.517 -1.707
H -0.867 1.088 -1.498
H -0.042 -0.141 -1.009
O -2.071 3.387 -0.806
H -1.401 2.982 -0.239
H -2.032 2.864 -1.608
O 2.079 0.579 -0.275
H 2.791 1.188 -0.507
H 1.886 0.017 -1.025
O 1.085 2.065 4.031
H 1.134 1.463 3.276
H 0.183 2.367 3.863
O -0.337 -2.296 -3.246
H -1.011 -1.703 -2.904
H 0.119 -1.810 -3.931
O 0.408 3.167 -2.015
H -0.147 3.916 -2.258
H 0.280 2.511 -2.708
O 5.239 0.221 0.510
H 5.041 -0.470 -0.103
H 4.637 0.639 1.101
O 3.129 -0.507 1.917
H 3.170 0.209 2.559
H 2.533 -0.220 1.183
O 0.404 2.046 1.242
H 0.620 2.896 0.834
H 1.012 1.488 0.711
O 3.378 0.281 -2.547
H 3.553 -0.606 -2.231
H 3.952 0.332 -3.321
```

Structure (SMILES): CC(C)C[C@H](C)N.O.O.O.O.O.O.O.O.O.O
ΔE to the lowest compared entry with this formula, charge and spin (kcal per mole): 88.5
HOMO energy (hartree): -0.331
Strongest force on any atom (eV/A): 3.7
Total energy (eV): -28753.6453



Entry 2:
The following is a quantum chemistry calculation of a molecular structure, C27H21N7O6Se3TaTe in a non-equilibrium geometry, from OMol25.

The geometry in XYZ format:
```
66
Properties=species:S:1:pos:R:3
Ta -2.175 0.307 -0.574
C 2.255 2.797 -5.021
C 1.631 2.374 -3.719
C 1.628 1.040 -3.325
C 0.986 0.659 -2.164
C 0.317 1.574 -1.359
N -0.373 1.087 -0.184
C 0.435 0.920 0.958
C 1.820 1.128 0.900
C 2.657 0.820 1.950
C 2.149 0.283 3.129
C 3.049 -0.086 4.277
C 0.775 0.155 3.230
C -0.085 0.503 2.194
N -1.488 0.504 2.472
C -2.065 0.297 3.669
C -3.407 0.587 3.564
C -3.583 0.974 2.247
N -2.426 0.932 1.582
C 0.373 2.929 -1.712
C 1.011 3.298 -2.891
N -0.156 3.973 -0.905
C 0.372 5.222 -0.776
C -0.420 5.906 0.104
C -1.418 4.983 0.466
N -1.252 3.818 -0.138
H 3.109 2.168 -5.270
H 1.525 2.695 -5.828
H 2.579 3.836 -4.994
H 2.126 0.294 -3.933
H 0.991 -0.379 -1.867
H 2.246 1.524 -0.011
H 3.722 0.989 1.849
H 4.035 -0.381 3.920
H 3.181 0.767 4.946
H 2.632 -0.905 4.862
H 0.375 -0.222 4.160
H -1.521 -0.018 4.538
H -4.145 0.525 4.346
H -4.486 1.292 1.753
H 1.009 4.340 -3.184
H 1.273 5.523 -1.282
H -0.301 6.921 0.443
H -2.248 5.116 1.143
Se -2.557 1.172 -2.931
Se -3.743 2.283 -1.276
Te -5.712 0.705 -0.924
Se -4.233 -1.215 -0.286
O -1.163 -1.360 -1.623
C -1.030 -2.007 -0.540
O -1.398 -1.431 0.530
C -0.496 -3.383 -0.510
C 0.268 -3.873 -1.559
C 0.741 -5.166 -1.481
C 0.464 -5.992 -0.410
C -0.305 -5.475 0.614
C -0.786 -4.183 0.590
N -0.615 -6.331 1.780
O -0.239 -7.480 1.736
O -1.218 -5.813 2.698
N 1.576 -5.687 -2.587
O 1.818 -4.924 -3.500
O 1.961 -6.830 -2.497
H 0.496 -3.266 -2.425
H 0.837 -7.006 -0.375
H -1.376 -3.807 1.413
```

ΔE to the lowest compared entry with this formula, charge and spin (kcal per mole): 13.2
HOMO energy (hartree): -0.401
Total charge: +1
Strongest force on any atom (eV/A): 1.5
Total energy (eV): -255932.3424



Entry 3:
The following is a quantum chemistry calculation of 2 unconnected molecules or ions with the total composition C5H13N2 in a non-equilibrium geometry, from OMol25.

The geometry in XYZ format:
```
20
Properties=species:S:1:pos:R:3
C -0.378 -1.128 0.315
C 1.977 1.460 0.151
C 3.022 -0.863 -0.260
C -3.253 0.125 -0.493
C 1.847 0.008 -0.008
N 0.713 -0.538 0.219
N -2.184 -0.001 0.597
H -0.932 -1.433 -0.544
H -0.701 -1.808 1.043
H 2.245 1.834 1.138
H 1.034 1.835 -0.195
H 2.881 1.701 -0.422
H 4.096 -0.381 -0.231
H 2.797 -1.412 -1.245
H 3.006 -1.704 0.420
H -2.938 0.784 -1.329
H -3.252 -0.850 -0.825
H -4.251 0.275 -0.063
H -2.675 -0.556 1.296
H -2.056 0.984 1.022
```

ΔE to the lowest compared entry with this formula, charge and spin (kcal per mole): 84.1
HOMO energy (hartree): -0.512
Total charge: +1
Strongest force on any atom (eV/A): 3.3
Total energy (eV): -8367.1631